[1]
Computed, not measured: a molecular structure, C3H4ClO6S2, with ωB97M-V/def2-TZVPD.

Properties
Frontier orbital gap (alpha / beta) (Ha): 0.2853 / 0.2852
ΔE to the lowest compared entry with this formula, charge and spin (kcal/mol): 40.4
Charge: -1

Last column: natural (NBO) charge in e.
CARTESIAN COORDINATES (ANGSTROEM)
C  -1.86  0.13  -0.89  -0.414
C  1.35  0.63  0.49  -0.151
C  1.31  -0.92  0.57  -0.109
O  -1.07  2.27  -1.83  -0.910
O  -0.83  2.17  0.59  -0.932
O  -1.66  -2.62  -0.53  -0.908
O  -0.13  -1.23  -1.69  -0.958
O  0.87  1.11  -0.76  -0.682
O  -0.03  -1.39  0.76  -0.688
S  -0.71  1.48  -0.67  2.208
S  -0.98  -1.33  -0.53  2.217
Cl  -2.91  -0.13  1.56  -0.531
H  0.66  1.14  1.25  0.247
H  2.27  1.15  0.49  0.198
H  1.83  -1.32  -0.33  0.214
H  1.87  -1.15  1.50  0.198

=====

[2]
Computed, not measured: a molecular structure, C3H4CuO3, with ωB97M-V/def2-TZVPD.

Properties
Frontier orbital gap (Ha): 0.2748
ΔE to the lowest compared entry with this formula, charge and spin (kcal/mol): 119.0
Charge: +1

Last column: natural (NBO) charge in e.
CARTESIAN COORDINATES (ANGSTROEM)
C  -1.17  0.45  0.56  -0.128
O  0.85  -0.65  -0.32  -0.512
C  1.12  0.48  0.21  0.994
C  -0.93  -0.74  -0.32  -0.068
O  0.02  1.07  0.81  -0.475
O  2.13  1.13  0.05  -0.694
H  -1.93  1.17  0.22  0.265
H  -1.07  -0.46  -1.38  0.191
H  -1.32  -0.72  1.18  0.223
Cu  3.95  -0.17  -0.75  0.958
H  -1.66  -1.56  -0.26  0.246

=====

[3]
Computed, not measured: a molecular structure, C3H4CuO5, with ωB97M-V/def2-TZVPD.

Properties
Frontier orbital gap (alpha / beta) (Ha): 0.2032 / 0.2858
ΔE to the lowest compared entry with this formula, charge and spin (kcal/mol): 11.0
Multiplicity: 2

Last column: natural (NBO) charge in e.
CARTESIAN COORDINATES (ANGSTROEM)
C  -1.42  1.61  0.26  0.187
C  -1.39  1.78  -1.15  0.183
O  -1.53  0.82  -1.98  -0.822
O  -0.48  1.94  1.04  -0.675
H  -2.14  0.84  0.62  0.097
H  -1.07  2.77  -1.53  0.128
H  0.98  0.45  0.94  0.582
O  1.76  -2.22  1.61  -0.650
C  1.40  -1.51  0.56  1.026
O  0.75  -1.97  -0.37  -0.739
O  1.74  -0.26  0.62  -0.729
Cu  -0.55  -1.09  -1.98  0.905
H  1.94  -3.14  1.36  0.507

=====

[4]
Computed, not measured: a single C3H4F2 molecule, with ωB97M-V/def2-TZVPD.

Properties
Frontier orbital gap (Ha): 0.4093
Structure (SMILES): C=C(F)CF
ΔE to the lowest compared entry with this formula, charge and spin (kcal/mol): 20.2

Last column: natural (NBO) charge in e.
CARTESIAN COORDINATES (ANGSTROEM)
C  0.44  -0.57  -1.29  -0.532
C  -0.08  -0.57  -0.07  0.380
F  -0.66  -1.65  0.51  -0.339
C  -0.30  0.74  0.96  0.008
F  0.58  1.77  0.79  -0.345
H  0.64  -1.53  -1.83  0.231
H  0.89  0.39  -1.68  0.234
H  -1.28  1.02  0.59  0.178
H  -0.24  0.40  2.02  0.185

=====

[5]
Computed, not measured: a single C3H4F2 molecule, with ωB97M-V/def2-TZVPD.

Properties
Frontier orbital gap (Ha): 0.4230
Structure (SMILES): C=CC(F)F
ΔE to the lowest compared entry with this formula, charge and spin (kcal/mol): 10.8

Last column: natural (NBO) charge in e.
CARTESIAN COORDINATES (ANGSTROEM)
C  -0.94  -0.93  -0.19  -0.350
C  -0.11  0.02  -0.58  -0.284
C  0.73  0.61  0.42  0.538
F  1.10  -0.08  1.48  -0.316
F  1.87  1.06  -0.19  -0.361
H  -0.91  -1.39  0.78  0.206
H  -1.87  -1.26  -0.83  0.205
H  -0.09  0.43  -1.60  0.237
H  0.22  1.54  0.72  0.124

=====

[6]
Computed, not measured: a single C3H4F2O molecule, with ωB97M-V/def2-TZVPD.

Properties
Frontier orbital gap (alpha / beta) (Ha): 0.2965 / 0.2847
ΔE to the lowest compared entry with this formula, charge and spin (kcal/mol): 86.0

Last column: natural (NBO) charge in e.
CARTESIAN COORDINATES (ANGSTROEM)
C  0.78  0.61  0.03  -0.551
C  0.82  -0.71  -0.53  0.154
C  -0.74  0.50  0.51  0.600
O  -1.71  0.59  -0.41  -0.681
F  1.30  -1.73  0.26  -0.358
F  -0.92  -0.24  1.60  -0.326
H  1.39  0.65  0.91  0.251
H  0.91  1.46  -0.65  0.245
H  0.62  -1.23  -1.48  0.180
H  -2.44  0.10  -0.24  0.486

=====

[7]
Computed, not measured: a single C3H4F2S2 molecule, with ωB97M-V/def2-TZVPD.

Properties
Frontier orbital gap (Ha): 0.3158
Structure (SMILES): FC(F)CC(=S)S
ΔE to the lowest compared entry with this formula, charge and spin (kcal/mol): 7.5

Last column: natural (NBO) charge in e.
CARTESIAN COORDINATES (ANGSTROEM)
F  -0.89  -0.37  1.51  -0.332
C  -1.14  0.36  0.42  0.578
F  -2.38  -0.09  -0.06  -0.362
C  -0.09  0.17  -0.68  -0.555
C  1.28  0.17  0.03  -0.277
S  1.85  1.64  0.45  0.042
S  2.09  -1.40  0.30  0.134
H  -1.19  1.43  0.72  0.146
H  -0.43  -0.74  -1.23  0.237
H  -0.22  1.05  -1.34  0.258
H  1.12  -2.22  -0.12  0.130

=====

[8]
Computed, not measured: 2 unconnected molecules or ions with the total composition C3H4F3N, with ωB97M-V/def2-TZVPD.

Properties
Frontier orbital gap (alpha / beta) (Ha): 0.3393 / 0.3393
ΔE to the lowest compared entry with this formula, charge and spin (kcal/mol): 94.2

Last column: natural (NBO) charge in e.
CARTESIAN COORDINATES (ANGSTROEM)
C  -1.06  -0.71  -0.36  0.639
C  1.05  0.08  0.60  -0.449
C  -3.39  -0.17  -0.12  0.551
N  -0.38  -0.07  0.40  -0.522
F  -0.82  -1.53  -1.35  -0.321
F  -3.59  -0.08  1.20  -0.341
F  -3.61  0.99  -0.68  -0.320
H  1.31  1.27  0.50  0.225
H  1.80  -0.53  -0.12  0.190
H  1.24  -0.31  1.60  0.220
H  -4.04  -0.96  -0.36  0.128

=====

[9]
Computed, not measured: a molecular structure, C3H4F3N, with ωB97M-V/def2-TZVPD.

Properties
Frontier orbital gap (Ha): 0.3734
ΔE to the lowest compared entry with this formula, charge and spin (kcal/mol): 37.2

Last column: natural (NBO) charge in e.
CARTESIAN COORDINATES (ANGSTROEM)
C  0.37  0.46  0.29  0.337
C  -0.29  0.99  1.54  -0.693
C  1.86  1.63  -0.35  0.902
N  0.06  -0.55  -0.36  -0.664
F  1.69  2.73  0.39  -0.339
F  3.05  1.11  -0.11  -0.326
F  1.80  1.89  -1.68  -0.335
H  -0.56  0.14  2.14  0.237
H  -1.22  1.43  1.33  0.246
H  0.49  1.50  1.94  0.233
H  0.43  -1.11  -1.11  0.401

=====

[10]
Computed, not measured: 2 unconnected molecules or ions with the total composition C3H4F3NO2S, with ωB97M-V/def2-TZVPD.

Properties
Frontier orbital gap (alpha / beta) (Ha): 0.1885 / 0.1883
ΔE to the lowest compared entry with this formula, charge and spin (kcal/mol): 55.4

Last column: natural (NBO) charge in e.
CARTESIAN COORDINATES (ANGSTROEM)
C  1.20  -1.52  -0.74  0.733
C  -2.09  -0.18  0.84  -0.845
C  2.27  -0.28  -0.82  0.848
N  -1.64  2.25  0.40  -0.743
O  1.48  -2.47  -1.38  -0.607
O  0.25  -1.11  -0.03  -0.798
F  3.05  -0.42  0.28  -0.341
F  1.66  0.91  -0.80  -0.349
F  2.93  -0.35  -1.93  -0.310
S  -1.09  1.18  1.38  1.136
H  -2.35  -0.79  1.65  0.246
H  -2.99  0.28  0.58  0.248
H  -1.32  -0.72  0.11  0.384
H  -1.38  3.22  0.46  0.399

=====

[11]
Computed, not measured: 2 unconnected molecules or ions with the total composition C3H4F6N2, with ωB97M-V/def2-TZVPD.

Properties
Frontier orbital gap (Ha): 0.3729
Structure (SMILES): N=C(C(F)(F)F)C(F)(F)F.N
ΔE to the lowest compared entry with this formula, charge and spin (kcal/mol): 0.0

Last column: natural (NBO) charge in e.
CARTESIAN COORDINATES (ANGSTROEM)
N  0.07  -0.82  -0.17  -0.575
C  0.38  0.02  0.68  0.097
C  0.86  -0.24  2.10  0.928
F  -0.06  0.31  2.93  -0.328
F  0.85  -1.53  2.42  -0.308
F  2.04  0.23  2.39  -0.295
C  0.30  1.57  0.45  0.916
F  1.37  1.97  -0.35  -0.341
F  0.36  2.30  1.59  -0.322
F  -0.80  2.00  -0.13  -0.311
H  -0.21  -0.80  -1.28  0.430
N  -1.10  -1.24  -2.54  -1.083
H  -1.42  -0.27  -2.77  0.394
H  -0.73  -1.76  -3.32  0.397
H  -1.89  -1.74  -1.99  0.402

=====

[12]
Computed, not measured: a molecular structure, C3H4F6NO5RbS2, with ωB97M-V/def2-TZVPD.

Properties
Frontier orbital gap (Ha): 0.3091
ΔE to the lowest compared entry with this formula, charge and spin (kcal/mol): 0.0

Last column: natural (NBO) charge in e.
CARTESIAN COORDINATES (ANGSTROEM)
Rb  -4.59  16.10  8.92  0.991
C  -1.06  16.40  5.38  0.763
F  -0.76  15.32  4.69  -0.303
F  -0.27  17.39  5.06  -0.288
F  -2.32  16.73  5.11  -0.315
S  -0.86  15.98  7.22  2.157
O  -2.12  15.35  7.57  -1.021
O  0.35  15.21  7.41  -0.873
N  -0.90  17.47  8.01  -1.216
S  0.57  17.94  8.28  2.203
O  0.98  17.54  9.63  -0.954
O  1.56  17.78  7.26  -0.917
C  0.33  19.81  8.40  0.734
F  1.52  20.42  8.41  -0.305
F  -0.34  20.22  7.30  -0.329
F  -0.35  20.13  9.49  -0.312
C  -1.58  16.89  11.80  -0.244
O  -2.24  16.69  10.57  -0.807
H  -0.84  16.14  12.09  0.180
H  -1.03  17.84  11.81  0.182
H  -2.36  17.03  12.54  0.166
H  -1.64  16.69  9.81  0.508